The following is a quantum chemistry calculation of a molecular structure, C3H4F2O in a non-equilibrium geometry, from OMol25.

The geometry in XYZ format:
```
10
Properties=species:S:1:pos:R:3:forces:R:3:lowdin_charge:R:1
C -0.15556 0.70150 0.03316 4.36 0.95 2.02 -0.07
C -1.37609 -0.00521 0.02867 -0.65 -0.59 0.40 -0.63
C 1.49920 -0.39070 -0.02788 -3.55 2.42 0.02 0.07
O -1.03061 0.67006 -1.11187 -0.17 -0.26 0.05 0.11
F -1.37943 -1.34988 -0.08089 -0.39 0.36 0.10 0.12
F -2.46533 0.37996 0.73484 0.49 -0.22 -0.76 0.13
H -0.07066 1.76020 0.55299 -0.13 -2.35 -1.14 0.16
H 1.97902 -0.60758 0.93456 -0.02 1.16 -0.19 0.04
H 2.02765 0.13599 -0.83879 0.01 -0.79 0.61 0.05
H 0.97180 -1.29434 -0.22478 0.04 -0.69 -1.11 0.01
```
Forces are in eV/Å.

Results
HOMO, eV: -10.49
Strongest force on any atom, eV/Å: 4.9
Kohn-Sham gap, eV: 11.48
E_LUMO, eV: 0.99

The following is a quantum chemistry calculation of a single CBr2FNO2 molecule in a non-equilibrium geometry, from OMol25.

The geometry in XYZ format:
```
7
Properties=species:S:1:pos:R:3:forces:R:3:lowdin_charge:R:1
O 0.43581 0.96992 1.51832 -0.20 0.56 1.00 0.09
N 0.47526 -0.02562 0.88309 0.46 -1.32 -1.43 -0.43
O 1.24075 -0.97755 0.95363 -0.69 1.39 1.00 -0.02
C -0.48890 -0.09558 -0.40119 0.82 2.54 -0.57 -1.08
F -1.77753 -0.08659 -0.12744 0.62 0.32 0.41 0.02
Br 0.06787 -1.53609 -1.34336 -0.23 -1.45 -1.70 0.91
Br 0.04674 1.75150 -1.48305 -0.78 -2.04 1.29 0.51
```
Forces are in eV/Å.

Results
HOMO, eV: -10.79
Strongest force on any atom, eV/Å: 2.7
Kohn-Sham gap, eV: 9.32
Structure (SMILES): O=[N+]([O-])C(F)(Br)Br
E_LUMO, eV: -1.46

The following is a quantum chemistry calculation of a molecular structure, C5H8O, from OMol25.

The geometry in XYZ format:
```
14
Properties=species:S:1:pos:R:3:forces:R:3:lowdin_charge:R:1
C 0.78679 0.36335 -1.23249 0.36 0.21 -0.26 0.02
C -0.00087 -1.04719 -0.50955 -0.29 0.06 0.00 -0.33
O 0.47171 -1.45589 0.64182 0.07 -0.01 -0.07 -0.07
C -0.25072 -0.70278 1.65674 0.10 0.06 0.31 -0.13
C -0.59238 0.63339 1.07263 -0.12 0.11 -0.03 -0.24
C -0.85725 0.07802 -0.31062 -0.15 -0.08 -0.06 -0.08
H 1.78343 0.09581 -0.87890 -0.11 0.05 -0.05 0.11
H 0.65084 1.42161 -0.96275 -0.05 -0.18 -0.02 0.08
H 0.69746 0.22811 -2.30967 -0.01 0.02 0.17 0.09
H -0.06436 -1.77026 -1.31637 0.04 0.11 0.12 0.16
H 0.29318 -0.77499 2.59606 -0.10 0.00 -0.08 0.07
H -1.49663 1.05136 1.53040 0.17 -0.08 -0.10 0.10
H 0.15494 1.48617 1.03973 -0.05 -0.23 0.00 0.09
H -1.59685 0.41487 -1.02893 0.14 -0.03 0.08 0.14
```
Forces are in eV/Å.

Results
HOMO (spin up / spin down), eV: -6.10 / -5.80
Strongest force on any atom, eV/Å: 0.5
Kohn-Sham gap (spin up / spin down), eV: 6.78 / 6.42
E_LUMO (spin up / spin down), eV: 0.68 / 0.62

The following is a quantum chemistry calculation of a molecular structure, C25H23AsN3OS5Sc in a non-equilibrium geometry, from OMol25.

The geometry in XYZ format:
```
59
Properties=species:S:1:pos:R:3:forces:R:3:lowdin_charge:R:1
Sc -0.88351 2.21304 0.41200 -2.19 1.02 -0.82 0.20
C 4.07992 2.71370 -2.46150 0.07 0.00 0.05 -0.07
C 2.71948 2.68061 -2.71315 -0.08 0.01 0.07 -0.05
C 1.82440 2.57107 -1.65556 0.05 0.05 -0.14 -0.03
C 2.30981 2.49128 -0.36209 -0.38 -0.01 0.34 -0.22
C 3.67370 2.53633 -0.09512 0.09 -0.05 0.06 -0.02
C 4.55505 2.64383 -1.15206 -0.01 0.00 -0.07 -0.07
N 1.31987 2.37880 0.68685 0.94 0.03 -0.52 0.00
N 1.77053 2.31532 1.82990 0.16 0.00 1.01 0.13
C 0.80640 2.22178 2.88999 0.52 -0.04 -0.43 -0.30
C 1.30655 2.32440 4.16313 0.05 0.04 0.44 0.01
C 0.40018 2.27986 5.21895 0.24 0.01 -0.06 -0.03
C -0.94170 2.13408 4.93703 -0.26 -0.02 -0.06 -0.02
C -1.35443 2.03303 3.61124 0.00 0.06 0.16 -0.12
N -0.48348 2.06566 2.61116 0.28 -0.13 0.08 0.00
H 4.77827 2.80831 -3.28306 0.00 -0.01 0.01 0.11
H 2.34507 2.76164 -3.72506 0.00 -0.01 0.02 0.11
H 0.75609 2.60002 -1.83490 -0.04 -0.02 -0.05 0.02
H 4.02878 2.48935 0.92379 -0.01 -0.01 0.00 0.11
H 5.61887 2.68031 -0.95867 0.00 0.01 -0.01 0.11
H 2.37008 2.45069 4.30607 -0.02 0.00 0.02 0.12
H 0.74632 2.36752 6.24067 -0.01 0.00 -0.02 0.12
H -1.68296 2.11135 5.72355 0.01 0.00 -0.01 0.12
H -2.39310 1.95477 3.31255 -0.05 -0.01 0.03 0.06
S -4.71210 4.90719 -0.70472 0.03 -0.05 0.02 -0.06
As -3.06084 3.77380 -0.21871 -0.25 0.29 -0.11 -0.43
S -3.41591 1.85125 0.85864 0.35 -0.04 -0.01 0.02
S -1.76973 3.02862 -1.86580 0.07 -0.15 0.26 0.01
S -1.48106 4.65868 1.04817 0.08 -0.32 -0.10 0.00
O -0.71343 0.35092 -0.29792 0.44 -0.98 -0.29 -0.66
S -1.50121 -0.60807 -1.19384 -0.12 0.56 0.14 1.02
C -0.18628 -1.41130 -2.10454 0.09 -0.17 -0.08 -0.27
C -0.75083 -2.45298 -3.03657 0.05 0.02 0.04 -0.29
C -1.71495 -2.11565 -3.98647 0.04 0.02 -0.01 -0.04
C -2.24234 -3.09055 -4.82092 0.02 -0.02 0.03 -0.07
C -1.81101 -4.40678 -4.71701 -0.01 0.01 0.01 -0.08
C -0.84997 -4.74759 -3.77594 0.01 0.02 0.01 -0.07
C -0.32585 -3.77407 -2.93633 -0.03 -0.02 -0.01 -0.05
C -2.00388 -1.94117 -0.07293 -0.13 -0.05 0.06 -0.24
C -1.03011 -2.17676 1.03904 0.01 -0.01 -0.07 -0.27
C -1.04343 -1.33538 2.14935 -0.02 0.03 -0.01 -0.04
C -0.11429 -1.50023 3.16322 0.04 -0.03 0.02 -0.07
C 0.83626 -2.51196 3.07963 -0.01 0.00 -0.01 -0.08
C 0.84605 -3.36306 1.98339 -0.04 0.02 0.00 -0.07
C -0.08487 -3.19436 0.96566 0.03 0.01 0.03 -0.04
H 0.50803 -1.82434 -1.37031 0.04 -0.01 -0.07 0.10
H 0.30368 -0.58764 -2.62820 -0.02 -0.02 -0.03 0.11
H -2.05310 -1.08862 -4.08026 0.02 -0.03 0.03 0.12
H -2.99186 -2.81999 -5.55363 0.02 0.00 0.01 0.11
H -2.22364 -5.16606 -5.36908 0.01 0.02 0.01 0.11
H -0.50675 -5.77142 -3.69351 -0.01 0.03 -0.01 0.11
H 0.42816 -4.04097 -2.20363 -0.02 0.01 -0.03 0.11
H -2.15737 -2.80796 -0.72098 -0.02 0.01 0.08 0.11
H -2.97088 -1.59541 0.29449 0.00 -0.04 0.03 0.10
H -1.78677 -0.54668 2.20751 0.00 -0.03 -0.01 0.10
H -0.13455 -0.84125 4.02449 0.01 -0.02 -0.03 0.10
H 1.56075 -2.64463 3.87378 -0.02 0.01 -0.02 0.10
H 1.57226 -4.16386 1.92232 -0.01 0.02 0.00 0.11
H -0.08838 -3.86845 0.11592 0.00 0.01 0.03 0.10
```
Forces are in eV/Å.

Results
HOMO, eV: -7.00
Strongest force on any atom, eV/Å: 2.6
Kohn-Sham gap, eV: 5.02
E_LUMO, eV: -1.98

The following is a quantum chemistry calculation of 2 unconnected molecules or ions with the total composition C11H15N in a non-equilibrium geometry, from OMol25.

The geometry in XYZ format:
```
27
Properties=species:S:1:pos:R:3:forces:R:3:lowdin_charge:R:1
C 3.57533 1.40670 -1.62200 0.08 1.14 0.56 -0.05
C 3.17093 1.02772 -0.22684 -0.37 -1.19 -0.50 -0.23
C 3.96879 0.47545 0.71875 -0.06 1.33 0.40 -0.07
N 3.21418 0.04957 1.81483 1.12 -0.93 -0.72 0.07
C 1.89251 0.01995 1.41087 -0.54 1.14 0.36 -0.22
C 0.74735 -0.48252 2.03214 0.64 -0.08 -0.30 -0.02
C -0.48395 -0.16659 1.48705 0.81 -0.80 -0.89 -0.10
C -0.53756 0.66115 0.36180 -0.79 0.23 -0.55 -0.11
C 0.57322 1.21148 -0.24969 0.33 -0.94 0.20 -0.02
C 1.81639 0.78076 0.22750 0.18 0.60 -0.05 -0.14
H 2.86757 1.07730 -2.38001 0.02 -0.31 0.08 0.08
H 4.57544 1.02988 -1.82953 -0.07 -0.03 -0.17 0.07
H 3.60707 2.49942 -1.70783 0.11 -0.04 -0.16 0.08
H 5.04225 0.58159 0.79687 0.00 -0.44 -0.03 0.12
H 3.70327 -0.59820 2.41271 -0.66 -0.15 0.32 0.14
H 0.92905 -1.22877 2.77844 -0.47 -0.15 0.67 0.10
H -1.35077 -0.78409 1.66464 -0.20 0.25 0.65 0.09
H -1.50417 0.72928 -0.13134 0.04 0.45 0.16 0.09
H 0.52040 1.84993 -1.12148 -0.19 -0.08 -0.05 0.11
C -4.52193 -1.03151 -0.04989 -0.22 -1.11 -0.71 -0.16
C -4.47074 -1.46239 -1.52418 -1.04 0.64 -0.30 -0.17
H -3.80963 -0.26651 0.23275 0.05 0.12 -0.02 0.04
H -5.53484 -0.71476 0.14112 -0.23 0.34 0.42 0.06
H -4.36690 -1.94707 0.52176 0.24 0.29 0.45 0.06
H -4.95889 -2.42370 -1.65630 0.62 -0.60 0.21 0.06
H -3.48338 -1.40907 -1.97038 0.03 -0.27 -0.07 0.06
H -5.18098 -0.88499 -2.13179 0.57 0.59 0.04 0.06
```
Forces are in eV/Å.

Results
HOMO, eV: -7.93
Strongest force on any atom, eV/Å: 1.6
Kohn-Sham gap, eV: 8.87
Structure (SMILES): Cc1c[nH]c2ccccc12.CC
E_LUMO, eV: 0.94

The following is a quantum chemistry calculation of a gas-phase ion, C5H6N3O2S (charge -1) in a non-equilibrium geometry, from OMol25.

The geometry in XYZ format:
```
17
Properties=species:S:1:pos:R:3:forces:R:3:lowdin_charge:R:1
C 2.14072 -1.18390 -0.33929 -0.94 0.37 0.36 -0.09
N 0.77686 -0.65694 -0.05056 -1.19 -0.44 0.29 -0.08
C -0.25352 -1.61968 0.19878 1.14 2.79 0.26 -0.46
O 0.04744 -2.77529 0.32923 -0.78 -1.66 -0.24 0.04
N -1.55825 -1.07500 0.36792 1.99 0.49 -0.78 0.18
C -1.78502 0.31835 0.11456 -2.07 0.13 -1.09 -0.44
O -2.92875 0.67962 -0.25394 0.05 -0.63 0.64 -0.04
C -0.75184 1.23414 0.21560 2.86 -2.04 0.83 -0.37
N -0.96075 2.59097 0.25684 -0.98 -0.73 0.97 0.07
C 0.54846 0.71438 0.19763 -0.92 -0.34 -0.98 -0.74
S 1.85957 1.71047 0.13556 1.56 1.55 0.10 0.56
H 2.00503 -2.14135 0.06979 0.73 -1.50 0.78 0.04
H 2.32678 -1.40313 -1.40896 -0.11 0.90 0.33 0.09
H 2.93324 -0.59581 0.17349 -0.78 -0.42 -0.66 0.04
H -2.26974 -1.66219 -0.03713 -0.25 -0.07 0.23 0.13
H -0.19968 3.15714 -0.04049 0.17 0.46 -0.52 0.01
H -1.93053 2.70819 0.07097 -0.48 1.14 -0.52 0.06
```
Forces are in eV/Å.

Results
HOMO, eV: -2.86
Strongest force on any atom, eV/Å: 3.6
Kohn-Sham gap, eV: 6.41
Total charge: -1
Structure (SMILES): Cn1c(=O)[nH]c([O-])c(N)c1=S
E_LUMO, eV: 3.55

The following is a quantum chemistry calculation of 3 unconnected molecules or ions with the total composition C21H29N4O4, from OMol25.

The geometry in XYZ format:
```
58
Properties=species:S:1:pos:R:3:forces:R:3:lowdin_charge:R:1
C 1.53414 -2.58872 2.10490 -0.07 -0.04 0.18 0.01
C 2.61779 -2.31768 1.39293 0.00 -0.07 -0.05 -0.15
C 2.75948 -2.33830 -0.10522 -0.04 0.07 -0.02 -0.15
C 1.52962 -1.99925 -0.96141 0.14 0.18 -0.21 -0.27
C 0.50103 -3.13799 -1.11279 -0.05 0.32 0.29 -0.09
C -0.89473 -2.51658 -0.98386 -0.08 -0.60 0.23 -0.07
N -0.72582 -1.05470 -0.60199 -0.03 -0.44 0.00 -0.05
C -1.44453 -0.75828 0.68326 -0.19 0.30 0.00 -0.17
N -1.43204 0.65315 0.99502 0.48 -0.16 -0.05 -0.09
C -0.91542 0.94638 2.34058 -0.07 0.03 0.05 -0.10
C 0.75674 -0.73967 -0.54439 0.04 0.51 -0.47 -0.04
H 1.56267 -2.55227 3.18771 -0.03 -0.04 -0.06 0.07
H 0.59697 -2.91156 1.66287 0.02 0.08 -0.02 0.04
H 3.52740 -2.08217 1.93927 -0.04 0.04 -0.06 0.11
H 3.56579 -1.65931 -0.39296 -0.05 -0.04 0.04 0.10
H 3.10044 -3.33198 -0.42072 0.07 0.10 0.02 0.14
H 1.93364 -1.76725 -1.94984 -0.04 -0.23 0.03 0.12
H 0.63471 -3.85831 -0.30545 0.04 -0.12 -0.25 0.11
H 0.63163 -3.62990 -2.07460 -0.06 -0.11 0.12 0.13
H -1.52166 -2.60746 -1.87045 0.20 0.27 -0.06 0.14
H -1.44582 -3.00369 -0.17730 -0.01 0.18 -0.03 0.13
H -1.16537 -0.50233 -1.33689 0.05 0.10 0.08 0.19
H -0.93861 -1.35241 1.44866 -0.09 -0.03 -0.04 0.12
H -2.46914 -1.11338 0.53830 0.09 -0.08 0.05 0.13
H -0.86625 1.15276 0.31864 -0.20 0.15 0.00 0.11
H 0.16491 0.77934 2.43900 -0.08 -0.06 0.03 0.08
H -1.43349 0.31624 3.06629 0.02 0.10 -0.03 0.09
H -1.13057 1.98594 2.58802 0.01 -0.07 -0.02 0.09
H 0.92958 0.04788 -1.28155 -0.01 0.00 0.14 0.14
H 0.98438 -0.31394 0.43184 0.00 -0.37 0.10 0.12
C 6.74379 2.67351 -2.06117 -0.01 -0.02 -0.01 -0.06
C 6.01177 2.86344 -3.22591 0.01 -0.01 0.03 -0.05
C 5.19585 1.85298 -3.70823 0.00 0.07 -0.04 0.00
C 5.13043 0.66656 -2.99998 0.04 0.00 -0.01 -0.15
C 5.85437 0.45118 -1.84042 0.04 -0.02 0.07 -0.01
C 6.66759 1.46978 -1.37181 0.00 0.03 -0.02 -0.06
N 4.26031 -0.40711 -3.50517 0.05 -0.01 -0.05 -0.34
O 3.66561 -0.21833 -4.54291 -0.08 0.02 0.00 0.09
O 4.17499 -1.43152 -2.84604 -0.03 0.03 0.09 0.04
H 7.38199 3.46492 -1.69210 0.01 0.00 0.00 0.11
H 6.07916 3.79840 -3.76428 0.00 0.00 0.00 0.11
H 4.62557 1.97867 -4.61619 -0.02 -0.04 0.00 0.12
H 5.79472 -0.49691 -1.32740 -0.02 -0.02 -0.03 0.11
H 7.24873 1.32060 -0.47243 0.00 0.00 0.00 0.11
C -5.18939 0.31020 2.17982 -0.01 0.02 -0.01 -0.08
C -4.71515 1.60153 1.98785 -0.05 -0.04 0.04 -0.07
C -5.60594 2.64672 1.80188 0.09 0.01 -0.03 0.00
C -6.95903 2.36780 1.80893 0.01 -0.02 0.00 -0.14
C -7.45434 1.09155 1.99547 -0.03 -0.08 0.01 0.00
C -6.55413 0.05423 2.18297 0.04 0.01 0.00 -0.06
N -7.91265 3.48010 1.61266 0.01 -0.01 0.02 -0.35
O -7.44821 4.58550 1.43019 0.01 0.04 -0.02 0.08
O -9.09404 3.21458 1.64928 -0.04 0.00 -0.01 0.09
H -4.49244 -0.50411 2.33892 0.00 0.00 0.01 0.09
H -3.65203 1.79456 1.98380 0.01 0.01 -0.03 0.08
H -5.26348 3.65955 1.65256 -0.05 0.02 0.00 0.12
H -8.51985 0.91810 1.99559 -0.01 0.05 0.00 0.12
H -6.92171 -0.95106 2.33627 0.00 0.00 0.00 0.11
```
Forces are in eV/Å.

Results
HOMO, eV: -12.04
Strongest force on any atom, eV/Å: 0.7
Kohn-Sham gap, eV: 9.08
Total charge: +1
E_LUMO, eV: -2.96

The following is a quantum chemistry calculation of a single C3H3Cl2NO molecule in a non-equilibrium geometry, from OMol25.

The geometry in XYZ format:
```
10
Properties=species:S:1:pos:R:3:forces:R:3:lowdin_charge:R:1
O -2.04108 -0.92952 1.11739 -0.01 0.40 0.18 0.05
C -1.17220 -1.42431 0.45662 0.54 0.34 -0.61 -0.32
N -0.12209 -0.72307 -0.16503 -1.76 -0.55 0.97 0.05
C 0.04951 0.63084 0.05282 1.25 -0.05 -0.83 -0.23
C 1.07288 1.35805 -0.41251 -0.61 0.30 0.77 -1.13
Cl 2.29728 0.78261 -1.46501 -0.03 -0.10 0.08 0.64
Cl 1.25647 2.98834 0.19266 0.03 -0.36 -0.46 0.60
H -1.15456 -2.50465 0.26590 0.30 -0.06 -0.17 0.13
H 0.51230 -1.28056 -0.68409 0.71 -0.09 -0.45 0.11
H -0.69851 1.10227 0.64125 -0.42 0.15 0.53 0.11
```
Forces are in eV/Å.

Results
HOMO, eV: -8.91
Strongest force on any atom, eV/Å: 2.1
Kohn-Sham gap, eV: 9.44
Structure (SMILES): O=CNC=C(Cl)Cl
E_LUMO, eV: 0.53